[1]
{
  "formula": "C9H16N",
  "method": "ωB97M-V with the def2-TZVPD basis set",
  "charge": 1,
  "lumo_ev": [-5.754, -5.754],
  "orbital_gap_ev": [8.3, 8.3],
  "homo_ev": [-14.1, -14.1],
  "species": ["C", "C", "C", "C", "C", "C", "C", "C", "C", "N", "H", "H", "H", "H", "H", "H", "H", "H", "H", "H", "H", "H", "H", "H", "H", "H"],
  "positions_angstrom": [[-0.04407, 2.63303, 2.47413], [-0.03037, 2.24983, 1.31363], [-0.26205, 2.51709, -1.20593], [-0.14508, 2.15227, -0.01134], [0.09320, -2.39005, 0.13831], [-1.50732, -0.38485, 0.29379], [-0.41873, -1.05504, -1.92756], [1.59391, -0.07310, 1.06467], [-0.21091, -0.94814, -0.43355], [0.85360, 0.08877, -0.15900], [0.35442, 2.71329, 3.38674], [-0.10872, 1.80310, -1.99702], [-0.68108, 3.54327, -1.47120], [0.01990, -2.26660, 1.28062], [-0.89597, -2.89596, -0.17765], [1.04671, -2.91514, -0.15300], [-2.19550, -1.21541, 0.05541], [-1.82934, 0.45425, -0.41346], [-1.30844, -0.01103, 1.29636], [-0.28913, -0.17512, -2.50260], [0.31741, -1.78299, -2.21152], [-1.40061, -1.49325, -2.19815], [2.15469, -0.95923, 1.16890], [2.38779, 0.60772, 1.29677], [1.08041, -0.00782, 2.01074], [1.42529, -0.18888, -0.91807]],
  "atomic_forces_ev_per_a": [[-0.13, -1.78, -4.25], [-0.72, 1.67, 2.23], [-1.30, 2.08, -2.99], [1.68, -2.18, 1.04], [-1.75, 0.97, 1.21], [0.61, -0.38, -3.57], [-0.52, -1.34, 0.39], [0.63, 0.22, 1.51], [-1.25, 0.62, 2.32], [-1.16, -0.22, 0.44], [0.70, 0.83, 3.37], [0.13, 0.23, -0.27], [0.64, -1.34, 0.47], [0.33, -0.62, -1.63], [2.00, 0.00, 0.49], [-1.18, 0.63, 0.03], [-0.38, 0.64, 1.32], [0.12, -0.95, 1.35], [-0.50, -0.57, 0.06], [0.13, 1.01, -0.41], [0.43, -0.31, -0.88], [0.48, 0.29, 0.37], [0.24, -1.73, -0.50], [0.37, 1.33, -1.00], [-1.27, -0.13, -0.11], [1.66, 1.02, -1.00]]
}


[2]
{
  "formula": "C4H12N2O2",
  "method": "ωB97M-V with the def2-TZVPD basis set",
  "lumo_ev": -4.037,
  "orbital_gap_ev": 3.6,
  "homo_ev": -7.6,
  "species": ["C", "N", "C", "C", "C", "N", "O", "H", "H", "H", "H", "H", "H", "H", "H", "H", "H", "H", "H", "O"],
  "positions_angstrom": [[1.79324, -0.47129, 1.34750], [2.77020, -1.23611, 0.58251], [-0.27712, 1.38396, -1.11755], [-1.56016, 0.68456, -0.95945], [-1.93609, -0.14915, 0.13358], [-3.23243, -0.66544, 0.10042], [-1.26996, -0.38863, 1.13198], [1.30139, -1.10874, 2.09516], [2.25895, 0.38358, 1.82750], [0.96668, -0.20713, 0.69584], [2.93080, -0.60890, -0.25611], [0.30902, 0.90915, -1.93321], [0.31219, 1.28561, -0.21346], [-0.48092, 2.41869, -1.39926], [-2.23236, 0.80831, -1.80316], [-3.64067, -0.82768, -0.80833], [-3.29488, -1.38047, 0.80335], [3.20765, 1.56304, -0.80298], [2.25120, -2.01643, 0.17499], [2.64979, 0.83218, -1.06416]],
  "atomic_forces_ev_per_a": [[-0.39, -0.99, 0.12], [-0.27, 0.11, -0.66], [-1.58, -0.65, 1.64], [2.02, 1.46, -1.99], [-1.41, -1.52, 2.04], [0.97, 0.54, -0.71], [0.35, 0.61, -0.64], [0.34, 0.09, 0.18], [-0.10, 0.14, -0.06], [0.09, 0.61, 0.19], [0.50, -0.07, 0.48], [0.53, 0.05, -0.20], [0.23, 0.27, -0.12], [0.25, 0.05, -0.33], [-0.35, -0.18, 0.20], [-0.21, -0.15, 0.21], [-0.53, -0.28, 0.00], [0.33, 0.41, 0.04], [0.24, -0.08, 0.19], [-1.01, -0.42, -0.60]]
}


[3]
{
  "formula": "C17H28ClN2O2",
  "method": "ωB97M-V with the def2-TZVPD basis set",
  "charge": 1,
  "lumo_ev": -2.061,
  "orbital_gap_ev": 9.1,
  "homo_ev": -11.2,
  "species": ["C", "C", "H", "H", "O", "C", "C", "C", "C", "C", "C", "O", "C", "H", "H", "H", "Cl", "H", "C", "N", "H", "C", "H", "H", "C", "C", "H", "C", "C", "H", "H", "N", "C", "C", "H", "H", "H", "H", "H", "H", "H", "H", "H", "H", "H", "H", "H", "H", "H", "H"],
  "positions_angstrom": [[4.14186, -2.68594, -1.20884], [2.69298, -3.14996, -1.28308], [2.65266, -4.23783, -1.37356], [2.17924, -2.71601, -2.14890], [1.96997, -2.88912, -0.08802], [1.66401, -1.62080, 0.27569], [1.70529, -0.53529, -0.59702], [1.34493, 0.74261, -0.19972], [0.93505, 0.95404, 1.11222], [0.85379, -0.12471, 1.98078], [1.20676, -1.42304, 1.60260], [1.03031, -2.36180, 2.55665], [1.65410, -3.63075, 2.48733], [2.72951, -3.53816, 2.32845], [1.21883, -4.25210, 1.70389], [1.46882, -4.08432, 3.46004], [0.26024, 0.13146, 3.58637], [0.77898, 1.95389, 1.48753], [1.33405, 1.90618, -1.15764], [0.13927, 2.72883, -0.95768], [0.38263, 3.70115, -1.09330], [-1.01985, 2.41528, -1.77891], [-1.59193, 3.33596, -1.91044], [-0.74523, 2.05517, -2.78103], [-1.94235, 1.35723, -1.13586], [-1.63353, -0.09898, -1.50139], [-2.20551, -0.40210, -2.37549], [-2.00233, -0.92562, -0.25586], [-2.46559, 0.10115, 0.77821], [-3.54925, 0.21785, 0.75223], [-2.15323, -0.14512, 1.79228], [-1.83688, 1.36387, 0.34467], [-2.29039, 2.58397, 1.05268], [-3.72975, 2.98684, 0.77833], [-3.88482, 3.26392, -0.26049], [-4.43327, 2.20420, 1.04705], [-3.96181, 3.85633, 1.38695], [-2.15740, 2.39486, 2.12021], [-1.61734, 3.39060, 0.75704], [-0.80696, 1.27836, 0.54198], [-1.13444, -1.47181, 0.10894], [-2.78802, -1.64713, -0.46558], [-0.57752, -0.21835, -1.73306], [-2.97863, 1.58044, -1.40088], [1.41740, 1.54747, -2.19298], [2.20945, 2.52782, -0.95338], [2.03042, -0.68722, -1.61391], [4.64318, -3.16600, -0.37247], [4.20662, -1.60822, -1.07712], [4.65569, -2.95910, -2.12553]],
  "atomic_forces_ev_per_a": [[-0.39, -0.04, 0.12], [0.39, -0.07, -0.38], [-0.04, 0.16, -0.07], [-0.02, -0.08, 0.09], [-0.29, 0.25, 0.40], [-0.05, -0.02, 0.15], [0.09, -0.03, 0.06], [-0.05, -0.09, 0.22], [0.64, -0.34, 0.01], [0.05, -0.18, -0.02], [0.01, 0.00, 0.16], [-0.20, 0.44, -0.37], [0.20, -0.61, 0.08], [-0.05, 0.00, 0.01], [0.06, 0.06, 0.12], [0.04, 0.04, -0.07], [0.03, 0.09, -0.02], [-0.16, 0.13, 0.04], [0.08, -0.03, 0.07], [0.28, 0.36, -0.27], [-0.05, -0.07, 0.02], [-0.27, -0.04, 0.12], [0.06, -0.02, -0.02], [-0.06, 0.04, 0.08], [0.16, 0.05, -0.74], [-0.08, -0.03, -0.02], [0.02, 0.06, -0.04], [0.01, -0.04, -0.04], [-0.24, -0.69, 0.20], [0.09, 0.12, 0.03], [-0.02, 0.15, 0.02], [0.32, 0.12, 0.09], [-0.31, 0.56, 0.25], [0.15, -0.17, -0.03], [-0.05, 0.04, -0.10], [-0.11, -0.04, 0.01], [0.00, 0.06, 0.04], [0.12, -0.04, -0.09], [0.04, -0.18, 0.08], [-0.62, 0.08, -0.10], [0.00, -0.02, 0.02], [0.00, -0.02, 0.07], [-0.02, 0.01, -0.06], [0.05, -0.02, 0.15], [0.02, 0.02, 0.06], [-0.05, 0.03, -0.09], [0.02, -0.06, -0.14], [0.07, -0.04, 0.06], [0.07, 0.07, -0.02], [0.08, -0.01, -0.10]]
}


no.,E_tot (a.u.)
1,-406.80254
2,-419.36924
3,-1384.52388